Entry 1:
Entry from the OMol25 dataset: a cluster of 7 separate species, C32H25F19O20 in total (ωB97M-V with the def2-TZVPD basis set).

Structure (XYZ):
```
96
Properties=species:S:1:pos:R:3
O 1.777 -0.283 1.999
C 1.787 -0.220 0.784
C 3.028 -0.410 -0.007
C 3.161 0.099 -1.229
C 2.044 0.887 -1.795
O 2.194 1.729 -2.657
C 0.695 0.566 -1.244
C -0.502 0.838 -2.112
C -0.946 -0.489 -2.747
C -1.986 -0.318 -3.837
F -1.767 0.863 -4.465
F -1.817 -1.281 -4.778
C -3.518 -0.329 -3.437
F -4.150 -1.326 -4.107
F -4.073 0.838 -3.826
C -3.845 -0.602 -1.958
F -3.461 -1.876 -1.718
F -3.157 0.192 -1.118
C -5.366 -0.460 -1.591
F -5.814 -1.641 -1.108
F -6.117 -0.147 -2.658
C -5.658 0.580 -0.469
F -7.007 0.589 -0.341
F -5.133 0.173 0.707
C -5.187 2.043 -0.747
F -6.065 2.905 -0.205
F -5.094 2.278 -2.057
F -3.990 2.265 -0.192
C 0.571 0.034 -0.027
H 3.830 -0.973 0.439
H 4.040 -0.018 -1.833
H -0.187 1.538 -2.875
H -1.275 1.276 -1.498
H -1.228 -1.165 -1.950
H -0.072 -0.923 -3.219
H -0.407 -0.217 0.351
C -5.125 -3.880 1.403
C -6.060 -3.685 2.572
O -5.337 -4.274 3.642
C -4.003 -4.163 3.344
O -3.131 -4.319 4.120
O -3.842 -3.838 2.039
F -7.232 -4.347 2.411
H -5.270 -4.854 0.934
H -5.207 -3.101 0.652
H -6.273 -2.641 2.812
C -3.129 5.333 -2.351
C -2.234 6.307 -1.621
O -1.263 5.450 -1.043
C -1.169 4.340 -1.829
O -0.298 3.543 -1.770
O -2.213 4.285 -2.691
F -2.890 6.966 -0.637
H -3.906 4.936 -1.696
H -3.588 5.752 -3.243
H -1.736 7.034 -2.264
C 6.670 -1.707 -4.431
C 6.487 -0.259 -4.039
O 7.239 -0.170 -2.843
C 8.220 -1.115 -2.902
O 9.159 -1.154 -2.187
O 7.967 -1.995 -3.899
F 5.190 0.043 -3.774
H 5.928 -2.346 -3.949
H 6.647 -1.870 -5.505
H 6.875 0.458 -4.764
C -6.447 -3.880 6.676
C -6.905 -5.184 7.286
O -7.305 -4.788 8.587
C -7.691 -3.481 8.522
O -8.303 -2.915 9.358
O -7.281 -2.929 7.353
F -5.900 -6.088 7.382
H -5.400 -3.677 6.904
H -6.597 -3.835 5.606
H -7.751 -5.649 6.777
C 11.401 -1.410 0.485
C 10.335 -1.392 1.554
O 11.070 -1.717 2.722
C 12.356 -1.302 2.530
O 13.165 -1.198 3.384
O 12.566 -1.016 1.222
F 9.383 -2.337 1.349
H 11.545 -2.413 0.083
H 11.202 -0.721 -0.330
H 9.849 -0.425 1.692
C 2.016 5.010 -0.400
C 1.902 4.207 0.874
O 3.032 3.352 0.807
C 3.980 3.999 0.065
O 5.119 3.690 0.012
O 3.435 5.047 -0.597
F 0.778 3.451 0.886
H 1.542 4.494 -1.236
H 1.609 6.014 -0.316
H 1.957 4.796 1.791
```

Results
Frontier orbital gap (eV): 8.82
SMILES string: O=C1C=CC(=O)C(CCC(F)(F)C(F)(F)C(F)(F)C(F)(F)C(F)(F)C(F)(F)F)=C1.O=C1OC[C@@H](F)O1.O=C1OC[C@@H](F)O1.O=C1OC[C@@H](F)O1.O=C1OC[C@@H](F)O1.O=C1OC[C@@H](F)O1.O=C1OC[C@@H](F)O1
E_LUMO (eV): -1.260

=====

Entry 2:
Entry from the OMol25 dataset: a cluster of 2 separate species, C32H25NO5S in total at a distorted geometry (ωB97M-V with the def2-TZVPD basis set).

Structure (XYZ):
```
64
Properties=species:S:1:pos:R:3
C -3.242 5.303 -0.114
C -1.977 4.806 -0.451
C -1.828 3.476 -0.845
C -2.979 2.691 -0.947
O -2.873 1.321 -1.242
C -2.272 0.537 -0.256
C -3.117 -0.255 0.527
C -2.595 -0.894 1.632
C -1.206 -0.844 1.964
C -0.840 -1.468 3.188
C 0.428 -1.867 3.683
C 0.448 -2.877 4.698
C 1.633 -3.282 5.296
C 2.861 -2.752 4.871
C 2.869 -1.801 3.841
C 1.686 -1.330 3.274
C -0.360 -0.180 1.018
C -0.899 0.597 0.002
C -4.259 3.185 -0.673
C -4.378 4.491 -0.210
H -3.343 6.333 0.236
H -1.087 5.434 -0.395
H -0.851 3.038 -1.055
H -4.163 -0.334 0.257
H -3.250 -1.494 2.257
H -1.697 -1.804 3.791
H -0.507 -3.340 4.965
H 1.608 -4.050 6.068
H 3.794 -3.088 5.327
H 3.821 -1.443 3.453
H 1.724 -0.545 2.523
H 0.724 -0.277 1.061
H -0.262 1.213 -0.631
H -5.111 2.515 -0.791
H -5.365 4.859 0.069
C -1.713 5.951 3.968
C -1.768 6.178 5.347
C -1.960 5.117 6.238
C -2.083 3.808 5.749
S -2.403 2.422 6.867
C -0.867 1.627 7.050
C -0.539 0.729 8.078
C 0.851 0.430 8.390
C 1.207 -0.501 9.350
C 0.213 -1.183 10.095
N 0.514 -2.252 10.978
O -0.462 -2.822 11.530
O 1.706 -2.592 11.153
C -1.142 -0.873 9.861
C -1.513 0.058 8.913
O -2.764 3.057 8.118
O -3.370 1.608 6.153
C -2.040 3.576 4.368
C -1.849 4.645 3.487
H -1.552 6.784 3.279
H -1.662 7.189 5.736
H -2.030 5.310 7.306
H -0.081 2.181 6.563
H 1.602 1.035 7.882
H 2.249 -0.717 9.575
H -1.880 -1.387 10.467
H -2.568 0.321 8.868
H -2.176 2.567 3.984
H -1.812 4.445 2.418
```

Results
Frontier orbital gap (eV): 2.43
E_LUMO (eV): -3.578

=====

Entry 3:
Entry from the OMol25 dataset: a structure of composition C32H26Cl3N2P2Pd at a distorted geometry (ωB97M-V with the def2-TZVPD basis set).

Structure (XYZ):
```
66
Properties=species:S:1:pos:R:3
Pd -0.351 -0.169 -0.028
C 0.588 -1.635 -2.938
P 0.284 0.145 -2.383
C -1.552 0.277 -2.229
C -2.336 -0.735 -1.638
C -3.652 -0.469 -1.285
C -4.207 0.781 -1.519
C -3.456 1.766 -2.140
C -2.135 1.526 -2.473
C 0.533 1.057 -3.937
C -0.267 0.738 -5.030
C -0.079 1.395 -6.229
C 0.891 2.381 -6.334
C 1.677 2.710 -5.242
C 1.501 2.049 -4.039
C 0.837 -2.505 -1.768
C 1.607 -3.688 -1.611
C 1.518 -4.043 -0.276
C 0.710 -3.071 0.349
C 0.273 -2.884 1.754
P 0.275 -1.028 2.036
C -0.853 -0.601 3.373
C -2.209 -0.834 3.140
C -3.145 -0.362 4.037
C -2.731 0.366 5.146
C -1.385 0.627 5.357
C -0.440 0.148 4.470
C 1.969 -0.790 2.615
C 2.784 0.089 1.909
C 4.111 0.227 2.276
C 4.619 -0.523 3.324
C 3.804 -1.399 4.026
C 2.473 -1.528 3.682
N 0.305 -2.174 -0.580
H 1.422 -1.674 -3.646
H -0.329 -1.927 -3.467
H -1.953 -1.752 -1.528
H -4.251 -1.247 -0.834
H -5.219 0.988 -1.206
H -3.896 2.731 -2.348
H -1.540 2.312 -2.922
H -1.038 -0.013 -4.924
H -0.691 1.136 -7.079
H 1.032 2.890 -7.274
H 2.426 3.482 -5.330
H 2.101 2.302 -3.175
H 2.139 -4.201 -2.390
H 1.965 -4.890 0.205
H 0.942 -3.389 2.457
H -0.750 -3.252 1.893
H -2.506 -1.380 2.248
H -4.198 -0.538 3.875
H -3.466 0.756 5.835
H -1.076 1.216 6.208
H 0.613 0.348 4.614
H 2.355 0.646 1.075
H 4.758 0.905 1.742
H 5.658 -0.433 3.598
H 4.207 -1.991 4.832
H 1.823 -2.193 4.236
Cl -0.454 3.854 3.141
C -0.282 3.888 1.363
Cl 1.463 3.902 0.925
Cl -1.074 5.335 0.682
C -0.874 2.687 0.866
N -1.271 1.658 0.511
```

Results
Charge: +1
Frontier orbital gap (eV): 5.12
E_LUMO (eV): -4.566

=====

Entry 4:
Entry from the OMol25 dataset: a structure of composition C32H26F3IrN6OS at a distorted geometry (ωB97M-V with the def2-TZVPD basis set).

Structure (XYZ):
```
70
Properties=species:S:1:pos:R:3
Ir 10.116 12.512 14.485
C 9.657 10.962 17.101
N 10.280 12.284 16.708
C 11.642 12.525 17.166
C 12.564 12.706 16.003
N 12.186 12.887 14.758
C 13.370 12.856 13.924
C 13.671 13.123 12.614
C 15.007 12.964 12.220
C 15.967 12.430 13.070
C 15.672 12.178 14.417
C 14.420 12.492 14.831
N 13.888 12.501 16.107
C 8.960 10.366 15.917
N 8.938 10.850 14.672
C 8.210 9.891 13.879
C 7.817 9.831 12.535
C 7.027 8.755 12.152
C 6.735 7.706 13.032
C 7.044 7.792 14.362
C 7.746 8.881 14.801
N 8.263 9.249 16.041
H 8.900 11.087 17.959
H 10.475 10.226 17.355
H 9.635 13.008 17.044
H 12.033 11.690 17.799
H 11.736 13.450 17.800
H 12.847 13.505 12.001
H 15.311 13.293 11.218
H 16.984 12.193 12.676
H 16.463 11.911 15.093
H 14.423 12.494 16.966
H 8.142 10.601 11.834
H 6.595 8.765 11.147
H 6.205 6.826 12.686
H 6.549 7.120 15.080
H 8.109 8.735 16.922
C 7.427 19.398 20.975
C 6.899 19.433 19.509
O 5.860 18.969 19.171
S 8.043 20.072 18.365
C 8.544 18.643 17.555
C 7.590 17.646 17.217
C 7.959 16.647 16.334
C 9.249 16.625 15.777
C 10.168 17.705 16.018
C 9.901 18.591 17.029
C 9.698 15.455 15.254
C 9.957 14.319 14.788
H 7.450 20.458 21.365
H 8.443 19.040 21.210
H 6.656 18.872 21.519
H 6.604 17.685 17.675
H 7.296 15.779 16.169
H 11.086 17.818 15.371
H 10.663 19.290 17.396
F 10.340 13.570 7.626
C 10.324 12.362 8.253
F 11.329 11.609 7.749
F 9.159 11.712 7.908
C 10.411 12.525 9.757
C 11.076 11.559 10.580
C 10.858 11.588 11.913
N 10.145 12.564 12.444
C 9.569 13.575 11.755
C 9.723 13.567 10.386
H 11.793 10.864 10.046
H 11.342 10.901 12.626
H 9.013 14.333 12.268
H 9.298 14.353 9.746
```

Results
Expectation value of S²: 6.0664
Charge: +2
Frontier orbital gap (spin up / spin down) (eV): 3.60 / 5.03
Multiplicity: 5
E_LUMO (spin up / spin down) (eV): -5.798 / -8.553

=====

Entry 5:
Entry from the OMol25 dataset: a structure of composition C32H27AsCrN6O9PS2 (ωB97M-V with the def2-TZVPD basis set).

Structure (XYZ):
```
79
Properties=species:S:1:pos:R:3
Cr 0.099 -2.161 -0.765
N 1.692 -4.834 0.136
C 2.537 -3.853 -0.130
N 3.836 -4.028 0.131
C 4.631 -3.016 -0.180
N 5.944 -3.155 0.044
N 4.240 -1.826 -0.708
C 2.950 -1.748 -0.916
N 2.044 -2.708 -0.684
C 2.379 -0.487 -1.448
C 3.153 0.551 -1.919
C 2.491 1.666 -2.428
C 1.111 1.694 -2.441
C 0.414 0.608 -1.929
N 1.041 -0.450 -1.439
H 2.061 -5.640 0.610
H 0.683 -4.697 0.038
H 6.286 -3.999 0.466
H 6.560 -2.387 -0.144
H 4.228 0.474 -1.886
H 3.060 2.499 -2.818
H 0.562 2.536 -2.838
H -0.663 0.584 -1.900
O -1.983 -2.525 2.026
S -1.190 -1.477 1.474
O 0.267 -1.803 1.241
O -1.585 -1.021 0.106
C -1.265 -0.153 2.669
C -1.979 -0.464 3.824
C -2.087 0.460 4.851
C -1.490 1.705 4.725
C -0.794 2.009 3.567
C -0.665 1.091 2.527
P 0.158 1.602 0.973
C 1.722 2.340 1.548
C 2.381 1.872 2.683
C 3.661 2.309 2.991
C 4.308 3.217 2.166
C 3.669 3.675 1.022
C 2.393 3.234 0.712
C -0.916 3.031 0.582
C -2.112 2.713 -0.067
C -3.026 3.703 -0.391
C -2.753 5.028 -0.080
C -1.574 5.352 0.574
C -0.665 4.359 0.911
H -2.442 -1.434 3.912
H -2.640 0.202 5.744
H -1.574 2.439 5.514
H -0.349 2.990 3.457
H 1.897 1.158 3.337
H 4.154 1.937 3.879
H 5.304 3.561 2.409
H 4.167 4.377 0.366
H 1.918 3.588 -0.195
H -2.343 1.679 -0.292
H -3.950 3.437 -0.886
H -3.462 5.803 -0.338
H -1.363 6.381 0.832
H 0.241 4.628 1.438
O -1.746 -5.218 -2.536
As -2.273 -4.227 -1.187
O -3.332 -5.020 -0.252
O -0.784 -3.800 -0.399
C -3.088 -2.673 -1.997
C -4.346 -2.426 -1.458
C -5.121 -1.372 -1.928
C -4.639 -0.563 -2.940
C -3.382 -0.800 -3.481
C -2.606 -1.849 -3.013
S -1.009 -2.051 -3.778
O -1.096 -3.017 -4.826
O -0.564 -0.724 -4.119
O -0.209 -2.624 -2.625
H -2.136 -6.089 -2.374
H -4.709 -3.074 -0.670
H -6.097 -1.189 -1.500
H -5.238 0.258 -3.314
H -2.993 -0.165 -4.264
```

Results
Expectation value of S²: 0.7557
Frontier orbital gap (spin up / spin down) (eV): 7.44 / 7.53
Multiplicity: 2
E_LUMO (spin up / spin down) (eV): -0.949 / -0.868

=====

Entry 6:
Entry from the OMol25 dataset: a structure of composition C32H27Cl3O2OsPS4Sb (ωB97M-V with the def2-TZVPD basis set).

Structure (XYZ):
```
71
Properties=species:S:1:pos:R:3
Os 1.393 0.194 -2.392
Cl -4.501 -5.128 -1.824
C -3.321 -3.971 -2.248
C -2.038 -4.078 -1.694
C -1.096 -3.143 -2.003
Cl 0.493 -3.295 -1.390
C -1.391 -2.011 -2.872
O -0.590 -1.096 -3.116
C -2.729 -2.006 -3.457
Cl -3.111 -0.742 -4.536
C -3.663 -2.949 -3.142
H -1.802 -4.901 -1.035
H -4.654 -2.910 -3.570
S 4.768 2.062 -2.653
Sb 3.742 1.124 -4.409
S 1.303 1.733 -3.973
S 2.957 -1.089 -3.365
C 1.650 -2.168 5.825
C 1.990 -1.987 4.373
C 1.974 -0.712 3.799
C 2.313 -0.521 2.474
C 2.664 -1.628 1.707
C 2.670 -2.905 2.243
C 2.340 -3.075 3.580
S 3.036 -1.434 -0.008
C 4.484 -0.401 0.074
O 1.916 -0.455 -0.447
H 0.844 -1.500 6.127
H 2.517 -1.938 6.447
H 1.350 -3.193 6.038
H 1.691 0.142 4.402
H 2.279 0.470 2.035
H 2.925 -3.759 1.627
H 2.346 -4.069 4.009
H 4.261 0.472 0.685
H 4.736 -0.098 -0.943
H 5.284 -0.997 0.512
C 1.916 3.394 2.436
C 0.661 2.855 2.682
C -0.039 2.227 1.661
C 0.516 2.143 0.387
C 1.774 2.692 0.141
C 2.472 3.316 1.164
P -0.342 1.328 -0.986
C -1.389 2.568 -1.774
C -1.780 3.720 -1.097
C -2.619 4.633 -1.718
C -3.071 4.396 -3.009
C -2.682 3.248 -3.685
C -1.837 2.336 -3.072
C -1.490 0.128 -0.237
C -1.021 -0.788 0.706
C -1.874 -1.745 1.234
C -3.198 -1.806 0.819
C -3.669 -0.900 -0.121
C -2.821 0.066 -0.647
H 2.461 3.883 3.234
H 0.222 2.927 3.669
H -1.015 1.801 1.860
H 2.222 2.633 -0.847
H 3.447 3.741 0.965
H -1.424 3.915 -0.093
H -2.915 5.531 -1.194
H -3.722 5.112 -3.493
H -3.027 3.068 -4.695
H -1.525 1.444 -3.602
H 0.009 -0.747 1.034
H -1.501 -2.443 1.974
H -3.864 -2.551 1.236
H -4.703 -0.933 -0.439
H -3.201 0.775 -1.371
```

Results
Expectation value of S²: 8.8180
Charge: +1
Frontier orbital gap (spin up / spin down) (eV): 7.70 / 5.06
Multiplicity: 6
E_LUMO (spin up / spin down) (eV): -2.449 / -5.363

=====

Repeat the fourth record exactly.
Entry from the OMol25 dataset: a structure of composition C32H26F3IrN6OS at a distorted geometry (ωB97M-V with the def2-TZVPD basis set).

Structure (XYZ):
```
70
Properties=species:S:1:pos:R:3
Ir 10.116 12.512 14.485
C 9.657 10.962 17.101
N 10.280 12.284 16.708
C 11.642 12.525 17.166
C 12.564 12.706 16.003
N 12.186 12.887 14.758
C 13.370 12.856 13.924
C 13.671 13.123 12.614
C 15.007 12.964 12.220
C 15.967 12.430 13.070
C 15.672 12.178 14.417
C 14.420 12.492 14.831
N 13.888 12.501 16.107
C 8.960 10.366 15.917
N 8.938 10.850 14.672
C 8.210 9.891 13.879
C 7.817 9.831 12.535
C 7.027 8.755 12.152
C 6.735 7.706 13.032
C 7.044 7.792 14.362
C 7.746 8.881 14.801
N 8.263 9.249 16.041
H 8.900 11.087 17.959
H 10.475 10.226 17.355
H 9.635 13.008 17.044
H 12.033 11.690 17.799
H 11.736 13.450 17.800
H 12.847 13.505 12.001
H 15.311 13.293 11.218
H 16.984 12.193 12.676
H 16.463 11.911 15.093
H 14.423 12.494 16.966
H 8.142 10.601 11.834
H 6.595 8.765 11.147
H 6.205 6.826 12.686
H 6.549 7.120 15.080
H 8.109 8.735 16.922
C 7.427 19.398 20.975
C 6.899 19.433 19.509
O 5.860 18.969 19.171
S 8.043 20.072 18.365
C 8.544 18.643 17.555
C 7.590 17.646 17.217
C 7.959 16.647 16.334
C 9.249 16.625 15.777
C 10.168 17.705 16.018
C 9.901 18.591 17.029
C 9.698 15.455 15.254
C 9.957 14.319 14.788
H 7.450 20.458 21.365
H 8.443 19.040 21.210
H 6.656 18.872 21.519
H 6.604 17.685 17.675
H 7.296 15.779 16.169
H 11.086 17.818 15.371
H 10.663 19.290 17.396
F 10.340 13.570 7.626
C 10.324 12.362 8.253
F 11.329 11.609 7.749
F 9.159 11.712 7.908
C 10.411 12.525 9.757
C 11.076 11.559 10.580
C 10.858 11.588 11.913
N 10.145 12.564 12.444
C 9.569 13.575 11.755
C 9.723 13.567 10.386
H 11.793 10.864 10.046
H 11.342 10.901 12.626
H 9.013 14.333 12.268
H 9.298 14.353 9.746
```

Results
Expectation value of S²: 6.0664
Charge: +2
Frontier orbital gap (spin up / spin down) (eV): 3.60 / 5.03
Multiplicity: 5
E_LUMO (spin up / spin down) (eV): -5.798 / -8.553